[1]
The following is a DFT calculation (wB97M-V/def2-TZVPD) of a molecular structure, C2H3DyO3.

LUMO energy (spin up / spin down) = -9.39 / -12.43 eV
Net charge = +2
Spin multiplicity = 6
⟨S²⟩ = 9.74

Positions of all 9 atoms, in Å:
O 3.3138 -1.3447 -0.3008
C 2.2469 -0.7642 -0.2593
O 2.0771 0.4761 0.0265
C -2.3034 0.1353 0.1453
O -1.6974 1.1531 0.4796
Dy 0.5036 2.0882 0.5164
H -3.3116 -0.0462 0.5516
H -2.0839 -0.3314 -0.8303
H 1.2549 -1.3663 -0.3288

=====

[2]
The following is a DFT calculation (wB97M-V/def2-TZVPD) of a molecular structure, C2H3F13InN3O13PS5.

LUMO energy = -5.87 eV
Net charge = -1
Spin multiplicity = 1

Positions of all 41 atoms, in Å:
In 0.2337 0.0515 -0.3009
P 3.8603 -0.0868 -1.8668
F 3.1872 -0.1645 -0.4325
F 2.6002 -0.8814 -2.4852
F 3.0151 1.2925 -2.1052
F 4.4395 -0.1301 -3.3422
F 5.0486 0.8701 -1.2581
F 4.5733 -1.4929 -1.6546
N 0.9961 2.7338 0.4792
S 0.3081 3.9978 0.8218
O 0.3657 5.1515 -0.0549
O -0.0359 4.2159 2.1714
F -1.1562 3.3925 0.3320
S 2.5291 3.3993 1.0036
O 2.7314 3.5368 2.4380
O 3.2298 4.3168 0.0956
F 3.3659 2.0366 0.7792
N -2.5456 -0.3777 -0.7868
S -3.8066 0.4299 -0.7951
O -4.6848 0.3266 0.3654
O -4.2861 1.0677 -1.9670
F -2.8086 1.6015 -0.2897
S -3.4729 -1.7149 -1.4663
O -3.6492 -1.7865 -2.9401
O -4.5332 -2.2950 -0.6875
F -2.2674 -2.8371 -1.2019
C 0.8947 -5.4334 -0.9159
F 0.0721 -5.4496 0.1885
F 1.7680 -6.4409 -0.8406
F 0.2333 -5.5546 -2.0482
S 1.8401 -3.7472 -0.9382
O 2.8455 -3.8473 -1.9824
O 0.8399 -2.6886 -1.1464
O 2.4671 -3.6308 0.3775
C -2.9857 1.9215 3.3015
N -1.9844 0.8613 3.1127
O -1.5973 0.6664 1.9845
O -1.8276 0.1145 4.0435
H -3.1896 2.2196 4.3299
H -3.9371 1.5429 2.9280
H -2.6766 2.8121 2.7543

=====

[3]
The following is a DFT calculation (wB97M-V/def2-TZVPD) of a single C2H3F2I molecule.

LUMO energy = 0.22 eV
Net charge = 0
Spin multiplicity = 1
Structure (SMILES) = FC[C@@H](F)I

Positions of all 8 atoms, in Å:
F -0.1073 1.5119 -0.8192
C -0.5937 0.5947 0.0205
C 0.2831 -0.5715 0.0039
F 0.3348 -1.2873 -1.1190
I 2.3594 -0.0310 0.5381
H -0.6273 0.9239 1.1368
H -1.5987 0.3529 -0.4425
H -0.0503 -1.4936 0.6815

=====

[4]
The following is a DFT calculation (wB97M-V/def2-TZVPD) of a molecular structure, C2H3F2N.

LUMO energy = 0.28 eV
Net charge = 0
Spin multiplicity = 1

Positions of all 8 atoms, in Å:
C -0.0414 -0.0837 -0.4796
C 0.5156 0.8953 0.4353
N -0.4318 1.3162 -0.4950
F 2.1018 1.4220 -0.0927
F -1.6840 1.5922 0.0659
H 0.5149 -0.3651 -1.3634
H -0.7052 -0.8388 -0.0779
H 0.5506 0.9905 1.5005

=====

[5]
The following is a DFT calculation (wB97M-V/def2-TZVPD) of 2 unconnected molecules or ions with the total composition C2H3F2O2S.

LUMO energy = 4.05 eV
Net charge = -1
Spin multiplicity = 1

Positions of all 10 atoms, in Å:
C -1.3252 0.1120 -0.9663
C 0.2687 0.5576 0.5547
O 1.1638 -1.6676 -0.4024
O 2.0854 -0.9879 1.7366
F 0.5691 1.8880 0.4035
F -0.4546 0.5442 1.6817
S 1.8111 -0.5773 0.3502
H -1.2167 1.0348 -1.3664
H -2.2316 -0.3498 -0.5969
H -0.6699 -0.5539 -1.3947

=====

[6]
The following is a DFT calculation (wB97M-V/def2-TZVPD) of 2 unconnected molecules or ions with the total composition C2H3F2O4P.

LUMO energy = 7.00 eV
Net charge = -2
Spin multiplicity = 1

Positions of all 12 atoms, in Å:
C -0.0754 0.3240 0.4936
C -0.2735 2.2960 -1.3203
O -1.8214 2.6311 -3.4106
O -0.6132 0.3360 -3.2773
O -2.5676 0.9173 -1.7347
O 0.7584 1.2460 0.0359
F -0.9737 3.0403 -0.4805
F 0.7649 3.1172 -1.6501
P -1.4765 1.3819 -2.6372
H 0.3036 -0.0716 1.4065
H -0.4765 -0.2753 -0.2827
H -1.0250 0.8441 0.7073

=====

[7]
The following is a DFT calculation (wB97M-V/def2-TZVPD) of a molecular structure, C2H3F3IN.

LUMO energy = -0.12 eV
Net charge = 0
Spin multiplicity = 1

Positions of all 10 atoms, in Å:
C -0.2490 -1.0229 0.7360
C 1.0324 -1.2221 1.5901
N -0.0910 0.7918 0.0374
F 0.7979 -2.3074 2.4026
F 2.0318 -1.5247 0.7813
F 1.4614 -0.2549 2.3758
I -0.4112 -2.6080 -0.7035
H -1.2439 -0.8246 1.2901
H -0.5277 0.7485 -0.8550
H 0.8908 0.9013 -0.1010

=====

[8]
The following is a DFT calculation (wB97M-V/def2-TZVPD) of 2 unconnected molecules or ions with the total composition C2H3F3O2.

LUMO energy = -2.32 eV
Net charge = 0
Spin multiplicity = 1

Positions of all 10 atoms, in Å:
C -0.5417 0.6404 -0.7623
C 0.0252 -0.5570 0.0562
O 0.4809 -1.4386 -0.8677
O 1.0491 -0.3192 0.8416
F -0.4932 1.9302 1.2497
F -1.7655 0.5358 -1.0271
F -0.9878 -1.1230 0.8848
H 0.0099 1.5710 -1.1885
H 1.3084 -1.8455 -0.3925
H 0.9147 0.6059 1.2058

=====

[9]
The following is a DFT calculation (wB97M-V/def2-TZVPD) of 2 unconnected molecules or ions with the total composition C2H3F4NO.

LUMO energy = 0.46 eV
Net charge = 0
Spin multiplicity = 1

Positions of all 11 atoms, in Å:
C -0.1869 0.2365 -0.3876
C -1.6182 0.1351 0.0423
N 0.5693 -0.8403 -0.2998
O -2.1513 1.3133 0.5158
F 0.4661 1.7580 0.6165
F 0.1056 0.8438 -1.5578
F -1.5416 -0.8835 0.9910
F -2.3076 -0.2981 -0.9732
H 1.4726 -0.9458 -0.8699
H 0.4661 -1.3998 0.6714
H -1.5187 1.9550 0.8324

=====

[10]
The following is a DFT calculation (wB97M-V/def2-TZVPD) of a molecular structure, C2H3FFeO2.

LUMO energy (spin up / spin down) = -17.24 / -21.83 eV
Net charge = +3
Spin multiplicity = 6
⟨S²⟩ = 8.76

Positions of all 9 atoms, in Å:
F -0.8949 1.2280 0.9431
H -0.1705 1.6175 -1.2025
O 0.1724 0.7181 -0.9483
C -0.6482 0.1964 0.0419
C 0.1391 -0.8896 0.7693
O 1.2503 -1.1908 0.3792
Fe 2.0685 -0.1728 -1.3026
H -1.6108 -0.1649 -0.3489
H -0.3058 -1.3418 1.6689

=====

[11]
The following is a DFT calculation (wB97M-V/def2-TZVPD) of a molecular structure, C2H3FHfINO3S2.

LUMO energy = -21.40 eV
Net charge = +4
Spin multiplicity = 1

Positions of all 14 atoms, in Å:
O -0.8367 -0.4424 -3.1736
C -1.1852 -0.8165 -1.9393
I -1.8160 -2.8963 -1.4658
C -1.1354 0.2406 -0.6556
N -0.2146 -0.3477 0.3902
S -0.8228 0.1335 1.9699
S 1.4223 0.2490 0.2739
O 1.7457 1.3294 1.3667
O 1.8158 0.8243 -1.1080
F 2.4650 -1.0997 0.6665
H -0.8823 1.3344 -0.9855
H -2.2341 0.2038 -0.1913
H -1.5312 -1.0041 2.4220
Hf 3.2096 2.2918 2.4298

=====

[12]
The following is a DFT calculation (wB97M-V/def2-TZVPD) of 2 unconnected molecules or ions with the total composition C2H3FI2.

LUMO energy (spin up / spin down) = -1.37 / -1.01 eV
Net charge = 0
Spin multiplicity = 1

Positions of all 8 atoms, in Å:
C 0.8933 0.0886 -0.0737
C -0.5864 -0.0358 -0.0700
F 1.3589 0.5728 -1.2353
I -1.5067 -1.3904 -1.2952
I -1.5592 1.8692 -0.1143
H 1.1934 -0.9692 0.0377
H 1.0602 0.7960 0.8586
H -0.8535 -0.9311 1.8923

=====

[13]
The following is a DFT calculation (wB97M-V/def2-TZVPD) of 2 unconnected molecules or ions with the total composition C2H3FIN.

LUMO energy (spin up / spin down) = -0.37 / -0.37 eV
Net charge = 0
Spin multiplicity = 1

Positions of all 8 atoms, in Å:
C -0.9304 -0.4619 0.6846
C -0.6610 -0.0940 -0.5403
N 1.2962 0.5991 -0.8565
F 1.0498 1.7781 -0.2093
I 2.6468 -0.5236 0.1697
H -2.1058 -0.6818 0.8171
H -0.0162 -0.6413 1.3570
H -1.2794 0.0254 -1.4224

=====

[14]
The following is a DFT calculation (wB97M-V/def2-TZVPD) of a molecular structure, C2H3FKO2.

LUMO energy = 2.76 eV
Net charge = -1
Spin multiplicity = 1

Positions of all 9 atoms, in Å:
H -1.3102 -0.9203 -0.7380
C -0.5077 -0.2090 -0.0545
C -1.7129 0.3361 0.6414
O -2.7433 -0.2849 0.2675
O 0.3453 0.6678 -0.6089
H -0.0702 -0.9646 0.6452
F 4.9356 -0.4283 -0.2932
H -1.7486 1.4464 0.7239
K 2.8120 0.3569 -0.5834

=====

[15]
The following is a DFT calculation (wB97M-V/def2-TZVPD) of a molecular structure, C2H3FLaO.

LUMO energy = -16.88 eV
Net charge = +3
Spin multiplicity = 1

Positions of all 8 atoms, in Å:
H 0.7692 -0.2920 -1.3662
C -1.1974 0.1352 0.0640
C -0.1126 -0.6030 0.3354
O 1.0363 -0.2854 -0.3756
H -2.1507 -0.0643 0.5533
F -1.0869 1.3899 -0.3777
H -0.1306 -1.5496 0.8706
La 2.8727 1.2693 0.2961

=====

[16]
The following is a DFT calculation (wB97M-V/def2-TZVPD) of a molecular structure, C2H3FLiO.

LUMO energy (spin up / spin down) = -0.48 / -0.48 eV
Net charge = 0
Spin multiplicity = 2
⟨S²⟩ = 0.75

Positions of all 8 atoms, in Å:
H 2.8746 0.1099 -2.0575
O -1.2433 0.0225 1.5634
C -0.1256 -0.2823 0.9724
C 0.1369 -0.0364 -0.3291
H 0.6581 -0.8228 1.5320
H 0.9605 -0.3654 -0.9546
F -0.9121 0.5794 -1.0548
Li -2.3491 0.7950 0.3281

=====

[17]
The following is a DFT calculation (wB97M-V/def2-TZVPD) of 2 unconnected molecules or ions with the total composition C2H3FN2O2.

LUMO energy = 0.37 eV
Net charge = 0
Spin multiplicity = 1
Structure (SMILES) = N=C=NF.O=CO

Positions of all 10 atoms, in Å:
N -1.3352 -1.4433 -0.1740
C -1.6367 -0.3224 0.0631
N -1.9897 0.8346 -0.1585
F -2.6454 1.7440 0.6685
H -0.4914 -1.9035 -0.0023
O 1.3036 -1.0545 0.1144
C 1.6950 0.0860 0.2973
O 1.6441 1.0066 -0.6180
H 2.2170 0.3926 1.2234
H 1.2387 0.6599 -1.4139

=====

[18]
The following is a DFT calculation (wB97M-V/def2-TZVPD) of a single C2H3FN2O2S molecule.

LUMO energy (spin up / spin down) = 0.38 / -3.50 eV
Net charge = 0
Spin multiplicity = 3
⟨S²⟩ = 2.01

Positions of all 11 atoms, in Å:
C -1.6143 -1.3644 -0.1692
C -0.2776 -0.9581 0.2098
N -2.6881 -1.7952 -0.3880
N 0.9539 1.4499 0.7298
O 2.1787 0.6758 -0.1012
O -1.4607 1.2601 0.7371
F -0.2809 1.0806 -1.4498
S -0.2516 0.8253 0.1778
H 0.1029 -1.2851 1.1168
H 0.5394 -1.2382 -0.4213
H 2.7983 1.3493 -0.4418

=====

[19]
The following is a DFT calculation (wB97M-V/def2-TZVPD) of a molecular structure, C2H3FNdO2P.

LUMO energy (spin up / spin down) = -0.98 / -0.93 eV
Net charge = 0
Spin multiplicity = 4
⟨S²⟩ = 3.76

Positions of all 10 atoms, in Å:
P -1.9532 0.3643 -0.8377
F -1.4381 -2.7287 -2.3677
O -0.8585 -0.2204 0.6721
C 0.1367 0.5765 1.2051
H -0.1553 1.3260 1.9431
H -1.0104 1.3861 -1.1789
C 1.3912 0.4139 0.7269
O 1.6778 -0.4406 -0.2443
Nd -0.0050 -1.6648 -1.0926
H 2.2149 0.9876 1.1740

=====

[20]
The following is a DFT calculation (wB97M-V/def2-TZVPD) of a single C2H3FO2 molecule.

LUMO energy = 0.62 eV
Net charge = 0
Spin multiplicity = 1
Structure (SMILES) = O=C(O)CF

Positions of all 8 atoms, in Å:
O -0.4590 1.6305 0.0043
C -0.3700 0.4538 0.0451
O -1.4398 -0.3361 -0.0038
C 0.8210 -0.3661 0.0273
F 1.9335 0.4803 -0.0155
H -2.3075 0.0798 -0.0792
H 0.8917 -0.9985 -0.8333
H 0.9301 -0.9436 0.8552